Formula: C17H25F3NO4S2Sr
Source: the OMol25 dataset
Level of theory: wB97M-V/def2-TZVPD

CARTESIAN COORDINATES (ANGSTROEM)
Sr (0.16, 0.58, -0.60)
C (2.78, -0.80, 1.62)
C (1.76, -0.84, 2.77)
C (1.11, -2.21, 2.84)
C (0.77, 0.30, 2.63)
C (-0.56, 0.13, 2.25)
C (-1.41, 1.22, 2.06)
C (-0.97, 2.52, 2.27)
C (-1.90, 3.69, 2.12)
C (0.35, 2.69, 2.69)
C (1.20, 1.61, 2.86)
H (3.48, -1.63, 1.67)
H (3.35, 0.13, 1.61)
H (2.28, -0.88, 0.65)
H (2.31, -0.66, 3.70)
H (0.61, -2.48, 1.90)
H (0.35, -2.28, 3.63)
H (1.86, -2.98, 3.04)
H (-0.97, -0.87, 2.15)
H (-2.45, 1.03, 1.80)
H (-2.46, 3.87, 3.04)
H (-2.63, 3.53, 1.32)
H (-1.35, 4.61, 1.90)
H (0.71, 3.69, 2.89)
H (2.21, 1.79, 3.19)
F (-2.72, 2.75, -1.54)
C (-2.88, 2.00, -2.64)
F (-2.78, 2.77, -3.71)
F (-4.07, 1.42, -2.60)
S (-1.61, 0.70, -2.69)
O (-1.81, -0.06, -3.89)
O (-1.84, -0.04, -1.42)
O (-0.34, 1.46, -2.59)
O (0.98, -1.19, -1.69)
S (0.07, -2.37, -1.20)
C (-0.75, -3.08, -2.63)
C (-0.93, -4.55, -2.26)
C (0.24, -4.99, -1.32)
C (1.14, -3.77, -1.07)
H (-0.04, -2.90, -3.45)
H (-1.68, -2.55, -2.84)
H (-0.97, -5.14, -3.17)
H (-1.88, -4.69, -1.75)
H (0.84, -5.79, -1.76)
H (-0.16, -5.37, -0.39)
H (1.88, -3.60, -1.86)
H (1.63, -3.77, -0.10)
C (1.13, 4.92, -1.85)
C (1.30, 3.70, -1.03)
N (1.39, 2.75, -0.40)
H (0.11, 4.96, -2.22)
H (1.83, 4.89, -2.68)
H (1.34, 5.79, -1.23)

ΔE to the lowest compared entry with this formula, charge and spin: 35.7 kcal/mol
total charge: +1
orbital gap: 10.138 eV
molar mass: 516.14 g/mol
energy: -58370.86098 eV
LUMO level: -2.00 eV